49
Properties=species:S:1:pos:R:3:mulliken_charge:R:1 method="wB97M-V/def2-TZVPD" lumo_energy_ev=0.26 total_charge=0 largest_force_ev_per_a=0.89 total_energy_ha=-1454.1757 homo_ev=-7.58 gap_ha=0.28828
Li 0.4436 -1.3006 -0.8949 0.73
N 0.2901 -1.9496 1.9022 -0.33
C 1.6027 -1.8120 2.2793 0.60
C 1.9862 -1.8239 3.6060 -0.74
C 3.3312 -1.6936 3.9907 -0.62
C 4.3245 -1.5629 3.0615 -0.92
C 3.9775 -1.5213 1.6922 0.94
C 4.9463 -1.4056 0.6673 -0.56
C 4.5613 -1.3575 -0.6396 -0.83
C 3.1855 -1.3856 -0.9341 0.04
N 2.2529 -1.4893 -0.0143 -0.15
C 2.6224 -1.5993 1.2939 0.00
H -0.3522 -2.2218 2.6250 0.24
H 0.0498 -2.3153 0.9839 0.31
H 1.2249 -1.9618 4.3648 0.31
H 3.5791 -1.7182 5.0448 0.37
H 5.3669 -1.4927 3.3485 0.36
H 5.9947 -1.3615 0.9436 0.40
H 5.2850 -1.2817 -1.4397 0.38
H 2.8429 -1.2931 -1.9621 0.40
N 0.1178 -1.3386 -2.9956 -0.42
C -0.4559 -2.7108 -3.0498 -0.42
C -1.2721 -2.9840 -1.7688 0.59
O -2.3663 -3.5217 -1.8817 -0.70
O -0.6905 -2.5879 -0.6915 -0.91
H -0.6444 -0.6658 -2.9911 0.01
H 0.6555 -1.1425 -3.8296 0.24
H 0.3689 -3.4251 -3.0741 0.29
H -1.0913 -2.8833 -3.9151 0.31
C -3.4751 3.3815 -1.7849 -1.13
N -3.0445 2.1202 -1.1849 0.15
C -3.2385 0.9734 -2.0587 -1.06
C -1.9827 2.1215 -0.3114 0.31
S -0.7160 1.0413 -0.4415 -0.41
N -2.0451 3.0490 0.6733 0.16
C -0.9064 3.2948 1.5453 -1.05
C -3.3119 3.5486 1.1969 -1.13
H -3.1070 3.4425 -2.8140 0.38
H -3.0749 4.2279 -1.2346 0.38
H -4.5640 3.4546 -1.8041 0.32
H -4.2654 0.9978 -2.4247 0.30
H -3.0812 0.0491 -1.5103 0.43
H -2.5578 0.9990 -2.9166 0.29
H 0.0205 3.1956 0.9910 0.35
H -0.8850 2.5839 2.3755 0.35
H -0.9901 4.3070 1.9423 0.34
H -4.1485 3.0923 0.6796 0.37
H -3.3792 4.6346 1.1034 0.33
H -3.3840 3.2924 2.2567 0.41

=====

19
Properties=species:S:1:pos:R:3:mulliken_charge:R:1 method="wB97M-V/def2-TZVPD" lumo_energy_ev=1.14 relative_energy_ev=1.246 total_charge=0 largest_force_ev_per_a=0.25 total_energy_ha=-273.8628 homo_ev=-9.81 smiles=CC1CC2(CC2)C1 gap_ha=0.40228
C 1.4119 -0.5669 1.8030 -1.56
C 0.3666 0.4170 1.2995 0.46
C 0.6633 1.0043 -0.1086 -0.92
C -0.4732 0.1482 -0.6660 0.82
C -1.3296 0.4248 -1.8590 -0.63
C -0.3959 -0.7565 -1.8536 -0.92
C -0.9234 -0.2468 0.7403 -0.92
H 2.3551 -0.0566 2.0315 0.37
H 1.6167 -1.3397 1.0499 0.34
H 1.0735 -1.0653 2.7187 0.37
H 0.1745 1.1789 2.0626 0.38
H 0.4711 2.0801 -0.1857 0.29
H 1.6651 0.7977 -0.5048 0.34
H -1.0755 1.2739 -2.4887 0.24
H -2.3967 0.2329 -1.7818 0.24
H 0.4931 -0.7073 -2.4772 0.25
H -0.8288 -1.7500 -1.7674 0.25
H -1.0218 -1.3226 0.9322 0.34
H -1.8459 0.2538 1.0551 0.29

=====

18
Properties=species:S:1:pos:R:3:mulliken_charge:R:1 method="wB97M-V/def2-TZVPD" lumo_energy_ev=0.59 relative_energy_ev=4.787 total_charge=0 largest_force_ev_per_a=4.54 total_energy_ha=-476.2682 homo_ev=-8.67 gap_ha=0.34011
C -0.5957 -1.1581 -0.3705 -1.03
C -3.1932 0.1449 0.2113 0.62
C -0.1518 1.2146 -0.1715 -1.41
C 1.5403 -0.2484 -1.0681 -1.75
C 0.4686 -0.1688 -0.0493 2.24
N -3.2567 0.5993 -0.9225 -0.47
O -0.6520 -2.1561 0.4964 -0.31
O -3.1077 -0.1560 1.3413 -0.45
O 1.0330 -0.3002 1.3157 -0.61
H -1.0147 1.3157 0.4772 0.28
H 0.5705 1.9877 0.0949 0.41
H -0.4581 1.3499 -1.3515 0.25
H 1.1726 0.2577 -2.0094 0.36
H 1.8448 -1.1852 -1.2418 0.46
H 2.3751 0.3904 -0.7930 0.39
H -1.2328 -2.8277 0.2822 0.42
H -3.1785 0.3525 -1.9007 0.31
H 0.9316 -1.0737 1.8936 0.30

=====

9
Properties=species:S:1:pos:R:3:mulliken_charge:R:1 method="wB97M-V/def2-TZVPD" lumo_energy_ev=4.18 relative_energy_ev=3.626 total_charge=-1 largest_force_ev_per_a=3.01 total_energy_ha=-664.7021 homo_ev=-2.55 gap_ha=0.24741
C 1.3281 -0.0227 -0.3418 -0.29
C 0.3663 -0.7412 -0.8922 -0.41
C 0.0593 0.6845 -0.3334 -0.36
O -2.4272 0.3994 0.8591 -0.63
O -0.5222 -0.7131 1.8445 -0.61
S -1.0181 0.5597 1.2988 0.34
H 2.3112 0.0159 -0.0449 0.37
H 0.1300 -1.7080 -1.3570 0.30
H -0.2274 1.5254 -1.0331 0.28

=====

118
Properties=species:S:1:pos:R:3:mulliken_charge:R:1 method="wB97M-V/def2-TZVPD" lumo_energy_ev="1.94 / 2.66" relative_energy_ev=1.395 total_charge=-2 largest_force_ev_per_a=2.06 total_energy_ha=-5130.7751 homo_ev="-1.14 / -1.17" gap_ha="0.11326 / 0.14066"
Ca 0.1227 -0.0915 0.1718 3.05
C -5.4416 2.6896 -0.7701 -0.71
C -5.5353 1.2711 -0.2051 -1.13
C -4.2454 0.8504 0.4223 1.06
C -3.9058 0.8938 1.7430 1.05
C -4.7230 1.4001 2.8877 -1.48
C -5.3742 0.2545 3.6661 -1.23
C -2.5720 0.3291 1.8420 -0.08
C -1.8755 0.1228 3.0302 -0.76
C -0.6751 -0.5558 3.1786 0.06
C 0.0327 -0.7493 4.4373 0.58
C -0.3487 -0.1464 5.7504 -1.34
C 0.1282 1.3063 5.8235 -0.82
C 1.1369 -1.4867 4.1431 0.72
C 1.0866 -1.7430 2.7119 0.38
C 2.0675 -2.4268 2.0036 -0.86
C 2.1744 -2.5492 0.6242 -0.09
N 1.3698 -1.9545 -0.2778 -0.34
C 1.7817 -2.3303 -1.5051 -0.33
C 1.1591 -2.0038 -2.7018 -0.86
C -0.0442 -1.3238 -2.8486 -0.17
N -0.7726 -0.8086 -1.8394 -0.15
C -1.9230 -0.3426 -2.3674 0.28
C -2.9937 0.1797 -1.6549 -1.02
C -3.0877 0.3239 -0.2770 -0.38
N -2.1198 0.0096 0.6125 -0.13
C -1.9278 -0.5443 -3.8071 0.56
C -0.7550 -1.1697 -4.1092 0.59
C -0.2875 -1.6784 -5.4365 -0.89
C 0.7002 -0.7245 -6.1134 -1.10
C -3.0729 -0.2301 -4.7158 -1.44
C -4.1020 -1.3643 -4.6459 -1.23
C 2.9239 -3.2222 -1.3908 0.53
C 3.1645 -3.3686 -0.0582 0.69
C 4.2502 -4.1690 0.5879 -1.13
C 5.4974 -3.3050 0.7877 -1.11
C 3.5902 -3.9259 -2.5280 -1.28
C 2.7743 -5.1547 -2.9405 -1.22
N -0.0080 -1.1711 2.1804 -0.50
C 2.2366 -1.9310 5.0502 -1.24
C 2.0545 -3.3962 5.4528 -1.30
H -6.3978 2.9955 -1.1955 0.45
H -5.1696 3.3849 0.0223 0.23
H -4.6810 2.7429 -1.5451 -0.10
H -6.3380 1.2291 0.5387 0.44
H -5.7965 0.5734 -1.0055 0.41
H -4.0819 1.9751 3.5614 0.33
H -5.4991 2.0736 2.5134 0.46
H -4.6117 -0.4370 4.0185 0.25
H -5.9325 0.6329 4.5236 0.41
H -6.0552 -0.2953 3.0188 0.31
H -2.3303 0.5203 3.9298 0.34
H -1.4350 -0.1815 5.8796 0.43
H 0.1020 -0.7207 6.5654 0.44
H -0.2814 1.8727 4.9906 -0.05
H -0.1781 1.7748 6.7602 0.44
H 1.2123 1.3434 5.7468 0.28
H 2.8490 -2.8981 2.5855 0.20
H 1.6347 -2.3627 -3.6046 0.25
H -3.8525 0.4941 -2.2347 0.46
H 0.2032 -2.6445 -5.2900 0.36
H -1.1453 -1.8418 -6.0973 0.46
H 1.5319 -0.5039 -5.4469 0.12
H 1.0954 -1.1669 -7.0286 0.47
H 0.2085 0.2107 -6.3729 0.27
H -3.5405 0.7099 -4.4142 0.27
H -2.7249 -0.1109 -5.7468 0.51
H -4.4605 -1.4805 -3.6241 0.26
H -4.9556 -1.1716 -5.2976 0.40
H -3.6298 -2.3004 -4.9429 0.31
H 3.9135 -4.5552 1.5533 0.39
H 4.4983 -5.0303 -0.0410 0.45
H 5.2532 -2.4220 1.3731 0.20
H 6.2817 -3.8617 1.3008 0.40
H 5.8740 -2.9736 -0.1779 0.29
H 3.6851 -3.2457 -3.3769 0.37
H 4.5953 -4.2426 -2.2379 0.46
H 1.7741 -4.8528 -3.2413 0.26
H 3.2484 -5.6785 -3.7707 0.40
H 2.6791 -5.8381 -2.0980 0.31
H 3.1901 -1.8038 4.5345 0.26
H 2.2623 -1.3026 5.9444 0.50
H 2.0349 -4.0309 4.5696 0.27
H 2.8632 -3.7260 6.1042 0.41
H 1.1084 -3.5254 5.9758 0.32
O 5.7113 3.5196 1.5545 -0.61
C 4.9821 2.6305 1.1308 0.14
C 4.1907 2.6457 -0.1301 0.43
O 4.4151 3.3528 -1.1211 -0.83
C 3.1424 1.6390 -0.0020 -0.16
C 3.2922 0.9523 1.2862 0.31
O 2.4497 0.2561 1.8242 0.36
C 4.6212 1.3654 1.8360 -0.23
O 5.3062 0.7267 2.6229 -0.61
O 2.2187 1.3946 -0.8129 0.48
N 2.3715 3.3683 -3.0082 0.02
C 1.8553 2.2130 -3.3505 0.71
N 0.8048 2.1685 -4.1569 0.08
S 2.6449 0.7617 -2.8600 -0.17
H 1.8163 4.2023 -3.2231 -0.03
H 3.1662 3.4027 -2.3553 0.33
H 0.3337 3.0783 -4.3015 -0.19
H 0.2796 1.3118 -4.2242 -0.17
C -0.1912 4.4285 2.7893 -1.71
C -0.5372 3.1896 1.9721 0.60
N -1.7285 3.2516 1.3360 0.48
O 0.1719 2.2073 1.9574 -0.04
H -1.0720 5.0389 2.9802 0.39
H 0.5423 5.0158 2.2383 0.35
H 0.2631 4.1211 3.7298 0.32
H -2.1190 4.1460 1.0799 0.26
H -1.9097 2.4801 0.7048 -0.77
Cl -1.9809 5.5872 -1.1496 -0.34
C -1.8867 4.1299 -2.0677 0.25
Cl -3.0473 3.9451 -3.3254 -0.30
Cl 0.0913 5.0909 -4.2245 -0.78
C -1.1633 3.0844 -1.6171 -0.38
N -0.4968 2.2018 -1.2464 -0.11

=====

15
Properties=species:S:1:pos:R:3:mulliken_charge:R:1 method="wB97M-V/def2-TZVPD" lumo_energy_ev=3.70 relative_energy_ev=2.502 total_charge=-1 largest_force_ev_per_a=4.75 total_energy_ha=-879.9938 homo_ev=-3.08 gap_ha=0.24924
C -3.0888 -2.1555 -0.0255 0.79
C -1.9878 0.3164 1.2763 -0.34
C -0.6918 -0.0644 0.5256 0.71
C -0.7049 0.3420 -1.0112 -1.24
C 0.7144 -0.1407 1.0879 -1.31
O -3.1398 -2.9471 0.7932 -0.39
O -3.1854 -1.5607 -1.0466 -0.50
O -1.6426 -0.9852 0.8736 -0.25
Cl -1.5388 0.5880 3.1014 -0.36
H -1.8102 0.1792 -1.3540 0.21
H -0.1214 -0.4939 -1.5027 0.24
H -0.2102 1.2655 -1.0471 0.49
H 0.5752 -0.2391 2.1149 0.38
H 1.0576 0.8710 0.8422 0.33
H 1.2740 -1.0893 0.6916 0.23

=====

8
Properties=species:S:1:pos:R:3:mulliken_charge:R:1 method="wB97M-V/def2-TZVPD" lumo_energy_ev=0.89 relative_energy_ev=2.562 total_charge=0 largest_force_ev_per_a=4.61 total_energy_ha=-651.4143 homo_ev=-9.31 smiles="Cl/C=C1/CO1" gap_ha=0.37467
Cl -0.6361 1.6153 2.1964 -0.17
C -0.6401 0.1075 1.3036 -0.25
C -0.2547 0.1548 0.0534 0.21
C 0.5812 -0.3878 -1.1666 -0.20
O 0.2500 0.9538 -0.9262 -0.36
H -0.6945 -0.9910 1.7207 0.29
H -0.1936 -0.8540 -1.7403 0.18
H 1.5880 -0.5987 -1.4411 0.30

=====

9
Properties=species:S:1:pos:R:3:mulliken_charge:R:1 method="wB97M-V/def2-TZVPD" lumo_energy_ev=0.89 relative_energy_ev=0.765 total_charge=0 largest_force_ev_per_a=3.83 total_energy_ha=-458.5534 homo_ev=-8.86 smiles=CC#CP gap_ha=0.35861
C 1.6313 -0.4894 -0.0013 -0.94
C 0.1527 -0.3009 0.0564 0.50
C -1.0919 -0.3874 -0.0446 -0.26
P -2.8385 -0.0430 0.0447 -0.19
H 1.8281 -1.6237 -0.2753 0.24
H 2.0201 0.3507 -0.5909 0.27
H 2.2127 -0.2287 0.9511 0.27
H -3.1992 -1.4334 0.0807 0.05
H -3.1763 0.2281 -1.4456 0.06